# 1
116
Properties=species:S:1:pos:R:3:forces:R:3 method="wB97M-V/def2-TZVPD" total_charge=+1 e_above_lowest_kj_mol=892.3 energy_ha=-4947.755219 lumo_ev=-4.40 gap_ev=6.4 fmax_ev_per_a=5.01
N -2.7204 4.3421 -3.9515 -0.4694 0.1955 0.9206
H -2.7886 5.3430 -3.8354 0.2988 0.8347 -1.0665
H -2.0563 3.9652 -4.6126 0.6359 0.3472 -0.3286
H -3.6422 3.9879 -4.1637 -0.3905 -0.2785 0.0895
H -2.4549 4.1145 -3.0039 0.2765 -1.1833 0.6839
N -5.8039 -2.3763 -4.8615 -0.0832 -1.4968 -0.6612
H -5.4803 -2.7206 -3.9689 0.5175 0.6473 0.8584
H -5.1330 -2.6490 -5.5656 0.9024 0.2557 -0.3243
H -6.0596 -1.4039 -4.9569 -0.0753 0.3452 0.4247
H -6.5640 -3.0069 -5.0729 -1.0736 0.1059 -0.1511
B -1.0089 0.4531 -0.3704 0.7710 -0.1714 1.0622
F -1.4162 -0.0771 -1.5462 -0.9406 -0.6018 -2.6306
F 0.3709 0.6546 -0.4177 0.4386 0.4749 0.0704
F -1.6878 1.6668 -0.1591 -0.2618 0.6126 0.1532
F -1.3027 -0.4911 0.6030 -0.2929 -0.0816 0.9784
C -8.3177 0.3955 3.5667 0.9822 0.7472 -2.8216
C -9.2818 -0.7007 3.9279 0.3158 -0.7534 0.7560
C -9.0292 -1.8744 2.9408 -0.2066 0.3780 -0.2703
S -7.2581 -1.9779 2.6328 -0.6476 1.2892 0.4025
O -7.0957 -2.0960 1.1775 0.3919 -0.1199 1.5092
O -6.6855 -2.8918 3.6051 0.0073 0.2679 -1.0657
C -6.9348 -0.2297 3.2047 0.3564 -0.5046 0.8360
H -8.2531 1.2869 4.1907 0.1413 -0.5550 0.6534
H -8.6609 0.8427 2.6338 -0.2749 0.0274 -0.3201
H -10.3069 -0.3311 3.9037 0.0033 -0.2270 -0.1095
H -9.0462 -0.9447 4.9638 -0.2600 -0.6238 0.0410
H -9.4603 -1.6338 1.9690 0.0017 0.1693 -0.0333
H -9.3461 -2.8959 3.1509 -0.1318 0.2213 0.6166
H -6.2496 0.2188 2.4854 -0.6811 0.3571 -0.3643
H -6.3311 -0.2441 4.1122 0.0024 -0.6946 0.0996
C -1.7257 5.9656 4.1296 -1.6307 -1.8099 -0.0378
C -3.1175 6.6261 4.1636 -0.0589 -0.0525 -1.3822
C -3.3855 7.1591 2.6924 1.1613 0.5800 1.1216
S -1.7186 7.8893 2.2122 -0.6793 0.6560 0.8619
O -1.6443 9.3425 2.5014 -0.1990 -2.5063 -0.6022
O -1.4145 7.3903 0.8736 0.1319 0.3565 1.0247
C -0.8467 6.9968 3.5976 1.3741 1.6176 -0.0131
H -1.7002 5.0597 3.5239 -0.3755 -0.0293 -0.3548
H -1.4645 5.5766 5.1138 0.3012 0.5054 0.1671
H -3.0716 7.4952 4.8197 -0.0836 0.0168 0.0835
H -3.8829 5.9499 4.5445 -0.0942 0.0811 -0.2668
H -4.0852 7.9942 2.6608 -0.0560 -0.1745 -0.0691
H -3.5950 6.4010 1.9378 -0.0220 -0.0288 0.2392
H -0.8174 7.7100 4.4213 0.3981 0.6999 -0.4454
H 0.1775 6.7070 3.3629 -0.1855 0.0406 -0.3885
C -0.2978 -7.0171 5.2492 0.9064 -0.5496 0.6115
C 0.6822 -8.0896 5.8526 0.1797 0.0403 0.8528
C 1.6705 -7.4248 6.8064 -0.8197 1.5494 -0.6793
S 2.2014 -5.9432 5.7795 -0.7516 -0.9814 2.1406
O 3.3416 -6.3305 4.9949 -0.0994 0.0779 -0.4940
O 2.3106 -4.8073 6.6777 -0.3626 -0.2465 -0.9773
C 0.6405 -5.9266 4.7219 0.8973 0.3699 -0.3066
H -1.0197 -6.6833 5.9945 0.4762 0.3370 0.4469
H -0.9779 -7.4899 4.5406 0.5226 0.1580 -0.6386
H 1.3692 -8.5566 5.1468 -0.8502 -0.4094 -0.6476
H 0.1423 -8.7944 6.4850 -0.1059 -0.4450 -0.6043
H 2.5198 -8.0174 7.1465 -0.0009 0.1175 -0.3975
H 1.0883 -7.0824 7.6620 0.3978 0.4523 0.1430
H 1.0006 -6.1553 3.7188 0.1289 -0.3112 0.0557
H 0.3608 -4.8755 4.6508 -0.5157 -0.1412 0.4934
C 5.6028 0.5499 2.9153 -0.2174 0.6103 0.3017
C 5.2378 2.0703 3.1469 -0.3914 -2.1108 0.5949
C 6.5479 2.7337 3.1369 1.7955 0.0249 -0.3560
S 7.7366 1.6648 4.0838 1.6003 -0.1294 -0.7504
O 7.8493 1.9968 5.4940 -0.2258 0.2018 -0.8084
O 8.9980 1.5333 3.2906 -2.6790 0.2017 1.3715
C 6.6865 0.1969 3.9493 -0.3161 0.1638 -0.6255
H 5.9663 0.4053 1.8979 0.0689 0.0922 -0.0495
H 4.7090 -0.0641 3.0259 0.1387 -0.0979 0.1097
H 4.8094 2.1555 4.1456 -0.6064 0.0927 -0.1592
H 4.5675 2.3639 2.3390 -0.0304 0.3800 0.3235
H 6.6334 3.7653 3.4782 0.0359 -0.1224 -0.1792
H 6.9111 2.5312 2.1294 0.5359 0.8699 -0.1200
H 6.1918 0.0640 4.9114 0.4360 -0.1471 0.1058
H 7.3334 -0.6293 3.6544 -0.1661 -0.0441 0.2348
C -3.0101 -8.1141 -1.9536 0.7163 0.6017 -0.7660
C -2.5967 -9.0994 -3.0398 0.1651 -1.5107 -0.7974
C -2.3955 -8.4201 -4.4335 0.2164 1.3519 1.1940
S -1.5091 -6.8658 -3.9783 0.5667 -1.3133 0.6557
O -2.0905 -5.7558 -4.7178 0.0469 -0.1872 0.4997
O -0.0600 -7.0758 -4.0089 -1.6108 0.3070 -0.0454
C -2.0573 -6.9449 -2.1793 0.1554 1.9202 -0.6374
H -2.8705 -8.5250 -0.9537 -0.0790 -0.0974 -0.1364
H -4.0342 -7.7530 -2.0486 -0.0500 -0.1780 -0.0670
H -3.2474 -9.9691 -3.1302 -0.4433 0.2241 -0.0929
H -1.6887 -9.5775 -2.6722 0.4660 0.2511 -0.3804
H -3.3295 -8.0383 -4.8457 -0.1576 -0.2341 0.0491
H -1.8119 -8.8595 -5.2424 0.0061 -0.4929 0.4617
H -2.5481 -5.9858 -2.0139 -0.0486 0.0646 -0.0041
H -1.1212 -6.8631 -1.6268 -0.0560 -0.6462 0.0737
C 4.7972 6.2824 -3.2573 0.5226 -0.5787 -0.1311
C 3.8285 5.1823 -3.7372 -0.2944 1.4520 3.0082
O 4.4457 4.1515 -4.4449 0.3459 -0.4360 -2.5255
P 3.8927 3.8253 -5.9400 1.4271 -1.1822 0.6348
O 2.4507 4.0292 -6.0027 -0.3222 0.3193 -0.7060
O 4.8309 4.6651 -6.9788 -4.7103 -0.5857 1.5996
C 6.1844 4.6441 -6.8131 2.4263 -1.7740 -0.9933
C 6.7219 4.9620 -8.1727 0.8112 1.0718 -0.5386
O 4.3669 2.2733 -6.1493 0.4979 2.1099 -0.2954
C 3.7540 1.2065 -5.4451 -0.6055 -0.4799 1.7497
C 4.6159 -0.0744 -5.3703 -0.1353 0.2972 -1.1506
H 4.3165 7.0307 -2.6271 -0.4551 0.0676 -0.4123
H 5.6115 5.9457 -2.6157 0.0592 -0.5301 -0.1991
H 5.2549 6.7412 -4.1337 -0.0469 0.3074 0.0556
H 3.4133 4.6642 -2.8727 -0.1258 0.2208 0.2930
H 2.9877 5.7465 -4.1409 0.0097 -0.6842 -1.0828
H 6.5648 5.3152 -6.0431 -0.1626 -0.1471 0.1332
H 6.4267 3.5910 -6.6706 0.6559 0.0592 0.9138
H 6.4426 5.9983 -8.3630 0.0568 0.0402 -0.4934
H 7.8075 4.8939 -8.2423 0.0689 0.0624 0.2831
H 6.3383 4.3187 -8.9646 -0.3031 -0.0099 0.2635
H 3.5050 1.4639 -4.4156 0.6401 0.6334 0.3415
H 2.7263 1.1084 -5.7948 0.1995 -0.7099 -0.8306
H 4.3547 -0.7052 -4.5206 -0.3855 0.0842 -0.1792
H 4.5231 -0.6178 -6.3106 -0.2089 -0.3289 0.1109
H 5.6932 0.0717 -5.2916 -0.0760 0.7201 0.2044



# 2
106
Properties=species:S:1:pos:R:3:forces:R:3 method="wB97M-V/def2-TZVPD" energy_ha=-2506.288125 lumo_ev=-1.27 gap_ev=6.3 fmax_ev_per_a=7.91
C 3.0743 1.2120 0.3701 -0.9447 -0.7088 0.1889
C 3.1553 0.8836 -1.2511 1.4508 -0.6653 0.4957
C 2.5764 -0.6468 -1.6002 -0.4311 2.4733 0.4923
F 3.3220 -1.5589 -0.7040 -1.8719 1.5062 -2.1345
C 0.9311 -0.6171 -1.2980 -3.1420 1.2680 0.6162
N 0.3222 0.7605 -1.2925 -2.3280 -5.6242 1.0196
C -1.1452 0.7708 -0.9935 -0.2118 -0.4973 0.0276
C -1.8946 2.2595 -0.9742 -2.7793 -2.3402 1.1256
P -0.9873 3.9245 -1.3286 -1.1874 0.3801 -0.1372
C -0.1017 4.4358 0.2847 0.6887 -1.5166 1.4436
C -1.1544 4.3707 1.5832 0.6354 -0.0398 -0.0824
C 0.1994 3.7956 -2.8189 1.4299 0.6202 -0.8514
C -0.6010 4.0670 -4.2632 0.8419 -0.9164 -0.1146
C -3.5190 2.4087 -0.6074 2.8630 -3.7141 -0.2208
C -4.3504 1.0359 -0.2634 3.8478 -1.6338 -0.8198
C -3.5850 -0.4258 -0.3322 0.5728 3.4422 -0.3442
C -1.9628 -0.6018 -0.7021 -2.1021 0.9595 0.3702
N -1.4493 -2.0123 -0.7223 5.0406 5.9408 -1.3910
C 0.0217 -1.9443 -1.0352 -0.8193 0.2605 0.1676
C 0.7923 -3.4274 -1.1184 -1.2246 -0.0920 0.3457
B -0.2893 -4.5950 -0.5852 -0.6727 -0.8248 1.3508
O -1.4418 -5.0801 -1.3791 1.0442 1.9362 2.3805
O -0.0441 -5.1633 0.7872 -1.7149 0.1902 -3.4035
H 4.1168 1.2423 0.9023 -1.9631 -0.0283 -1.2628
H 2.4967 2.2054 0.5972 1.1671 -1.8966 -0.5511
H 2.4504 0.3260 0.8717 1.3818 2.0246 -0.9532
H 2.6950 1.7148 -1.9326 0.6476 -1.8174 1.3867
H 4.3144 0.8242 -1.5027 -2.4482 0.0594 0.2884
H 2.7876 -0.8091 -2.7487 -0.3697 -0.4769 2.5171
H 0.3947 5.4927 0.1886 -1.0717 -2.0705 -0.0096
H 0.7192 3.6089 0.5198 -1.4195 1.9328 -0.3948
H -1.7433 3.3482 1.5985 1.1358 2.1759 -0.1938
H -0.4658 4.3724 2.5378 -1.4497 0.1644 -1.7780
H -1.8811 5.2995 1.6160 1.5248 -2.0318 -0.1306
H 0.8605 2.8294 -2.8521 -1.4168 1.7571 -0.0086
H 0.9559 4.7120 -2.7224 -1.6992 -1.9039 0.1822
H 0.0295 4.8168 -4.9364 -1.4905 -1.4489 1.6106
H -0.5789 3.0331 -4.8568 -0.4663 2.2885 1.2634
H -1.6945 4.4603 -4.0808 2.2713 -0.8334 -0.4530
H -4.0566 3.4708 -0.5695 1.5284 -2.5866 -0.1808
H -5.5032 1.0484 0.0390 2.8040 -0.0018 -0.7577
H -4.2132 -1.4033 -0.0932 1.5593 2.3312 -0.5867
H 1.7052 -3.5094 -0.3911 -1.5129 0.6218 -1.7271
H 1.0473 -3.7014 -2.2414 -0.2071 0.8573 2.3041
H -2.2305 -4.5482 -1.0477 1.3349 -0.9195 -0.7302
H -0.7153 -5.8779 0.9942 1.0382 1.2456 -0.5444
C 1.2873 -3.6827 3.1497 -0.1042 -0.1757 -0.5383
O 1.4491 -4.0836 4.4978 -0.1721 -0.3124 0.7277
H 2.1233 -3.0384 2.8679 -0.1194 -0.0784 0.1591
H 1.2765 -4.5650 2.5051 -0.0266 0.3178 -0.0483
H 0.3512 -3.1289 3.0432 0.0403 0.0352 -0.2513
H 0.6931 -4.6536 4.7193 0.5445 0.3785 0.0214
C 4.5427 -2.0779 5.4232 -0.3411 -0.1591 -0.0594
O 3.3504 -1.8601 4.6915 -0.1523 -0.0248 -0.0019
H 5.2542 -1.2831 5.1878 -0.1087 -0.0681 0.0135
H 4.3225 -2.0617 6.4935 0.2836 -0.0144 0.0886
H 4.9720 -3.0431 5.1432 0.2390 0.0225 0.1561
H 2.7387 -2.5803 4.9207 0.0936 0.2270 -0.0928
C 0.9506 7.5543 2.4557 0.0695 0.1985 0.0056
O -0.4543 7.3901 2.5142 -0.5377 0.3041 0.0891
H 1.4243 6.5700 2.4720 -0.1611 0.1064 0.0111
H 1.2199 8.0707 1.5311 0.2546 -0.0280 0.0183
H 1.2871 8.1326 3.3198 0.2669 -0.0471 -0.0653
H -0.8470 8.2795 2.4982 0.1336 -0.5662 0.0270
C -2.5557 -8.1087 -2.3266 0.0076 -0.0994 -0.0348
O -3.5070 -8.9410 -2.9642 -0.1369 -0.5796 -0.1098
H -2.8593 -7.0661 -2.4457 0.0424 -0.2408 -0.0105
H -2.5109 -8.3537 -1.2626 0.1777 0.1955 0.0801
H -1.5754 -8.2553 -2.7867 0.1238 0.2080 0.1573
H -3.2112 -9.8591 -2.8420 -0.1617 0.3980 -0.0742
C 2.4506 7.4432 -2.4217 -0.0367 0.2177 -0.0123
O 1.0457 7.2790 -2.3632 -0.4596 0.2933 0.0446
H 2.9243 6.4589 -2.4054 -0.1528 0.1114 0.0083
H 2.7199 7.9596 -3.3463 0.2747 -0.0322 0.0440
H 2.7871 8.0214 -1.5576 0.2808 -0.0361 -0.0561
H 0.6530 8.1683 -2.3792 0.1055 -0.5919 -0.0007
C -0.7192 4.1128 5.8298 -0.0790 0.1108 -0.1565
O 0.2018 5.1005 5.4050 0.0446 0.4097 -0.3300
H -0.2428 3.4845 6.5860 0.0038 0.1535 -0.1381
H -1.5991 4.5956 6.2621 -0.1283 -0.2310 0.0790
H -1.0114 3.4949 4.9772 -0.1589 -0.1783 0.1439
H -0.2487 5.6421 4.7349 0.2870 -0.1901 0.2776
C -8.3158 2.6996 0.3044 -0.2303 -0.0227 -0.0084
O -8.0563 1.3841 0.7587 -0.2201 -0.4858 0.1332
H -7.3664 3.2243 0.1744 -0.1078 -0.1552 0.0515
H -8.8410 2.6584 -0.6530 0.0199 0.2739 -0.0339
H -8.9235 3.2279 1.0431 0.0304 0.2352 -0.1356
H -8.9165 0.9434 0.8649 0.5821 0.1586 -0.0324
C 7.4224 1.2046 4.0016 -0.1607 -0.1601 0.0299
O 6.2302 1.4224 3.2698 -0.4423 -0.2246 -0.0715
H 8.1340 1.9994 3.7661 -0.1827 -0.0939 -0.0174
H 7.2023 1.2208 5.0718 0.2643 -0.0172 0.0887
H 7.8517 0.2394 3.7216 0.2361 0.0249 0.1504
H 5.6184 0.7022 3.4990 0.2249 0.4477 -0.2034
C 0.7569 -2.8973 -5.3155 -0.1510 0.0217 0.0947
O 1.3281 -1.7817 -4.6572 -0.0168 0.3518 0.4613
H 1.4072 -3.1935 -6.1418 -0.0439 0.1222 0.1704
H 0.6637 -3.7283 -4.6120 -0.1126 -0.1956 -0.1927
H -0.2264 -2.6260 -5.7077 -0.0251 -0.2452 -0.1027
H 0.7294 -1.5418 -3.9295 0.2911 -0.0266 -0.3523
C -3.3536 -11.9910 -4.7603 -0.0479 -0.1658 -0.1830
O -2.5415 -12.2010 -3.6198 0.3560 -0.3414 0.3080
H -3.8008 -10.9961 -4.6996 0.1160 -0.1491 0.0295
H -2.7408 -12.0584 -5.6625 -0.2020 0.0793 -0.1510
H -4.1459 -12.7432 -4.7881 -0.1111 0.1109 -0.2047
H -2.1586 -13.0911 -3.7015 -0.1668 0.5756 0.1847